Record 1
The following is a DFT calculation (ωB97M-V/def2-TZVPD) of a molecular structure, C32H48ClCoN7O4.

```
93
Properties=species:S:1:pos:R:3:forces:R:3
Co -0.35477 0.95477 0.36752 0.092 0.147 -0.032
C 3.41065 -1.66294 3.09536 -0.015 -0.018 0.018
N 2.40979 -1.40863 2.07652 0.134 0.136 -0.094
C 2.38335 -2.39033 1.01066 -0.022 -0.051 -0.099
C 1.84424 -0.17245 1.93038 0.136 -0.417 0.185
N 1.60253 0.38352 0.75223 -0.485 0.251 0.056
C 2.55349 0.17464 -0.26145 0.494 0.116 0.092
C 3.89286 0.23567 0.08225 -0.312 0.094 0.001
C 4.90105 -0.19758 -0.78730 0.082 -0.142 -0.118
C 4.56908 -0.74700 -1.99168 0.133 0.033 0.142
C 3.22733 -0.71882 -2.43662 -0.136 0.033 0.088
C 2.90167 -1.23917 -3.71078 -0.118 0.009 -0.125
C 1.63250 -1.12578 -4.19915 0.127 -0.027 -0.114
C 0.66987 -0.41601 -3.47315 0.016 0.116 0.252
C 0.94154 0.11738 -2.22849 -0.082 -0.154 -0.478
N -0.05587 0.93465 -1.65341 0.319 0.407 0.359
C -0.54314 1.90932 -2.41943 -0.067 -0.395 -0.384
N -1.86335 2.19049 -2.36928 -0.012 0.024 0.353
C -2.38902 3.53783 -2.51670 -0.048 0.016 0.087
C -2.80437 1.22511 -1.82802 -0.078 -0.091 -0.069
N 0.20188 2.58294 -3.32654 -0.133 0.213 0.209
C -0.35880 3.11644 -4.55027 0.018 -0.077 -0.126
C 1.63203 2.78497 -3.18215 0.025 -0.039 -0.008
C 2.20987 -0.13835 -1.61865 -0.022 -0.034 0.056
N 1.49723 0.44011 3.08694 -0.297 -0.007 -0.280
C 1.19135 1.85978 3.09565 0.084 0.045 -0.044
C 0.90256 -0.31001 4.18289 0.003 -0.008 0.116
H 4.38949 -1.79637 2.62054 -0.016 -0.002 -0.005
H 3.17277 -2.57347 3.65022 0.006 0.016 0.025
H 3.47142 -0.82840 3.78790 0.000 -0.009 0.005
H 3.30573 -2.38719 0.42123 0.029 0.037 0.018
H 1.53304 -2.20792 0.35888 0.128 -0.012 0.120
H 2.25841 -3.37949 1.45641 -0.030 0.010 0.011
H 4.15876 0.59843 1.06793 -0.031 -0.016 0.022
H 5.93616 -0.13783 -0.47521 -0.006 -0.033 0.007
H 5.32824 -1.17702 -2.63259 -0.026 0.031 -0.052
H 3.67695 -1.71716 -4.29617 0.031 0.003 0.034
H 1.37195 -1.54129 -5.16452 0.029 0.001 -0.004
H -0.31198 -0.24376 -3.89873 -0.008 -0.031 -0.003
H -1.57928 4.25689 -2.55848 0.070 0.048 -0.016
H -2.99220 3.77839 -1.63900 0.023 -0.023 0.007
H -3.02052 3.62093 -3.40537 0.019 0.047 0.022
H -2.31025 0.27407 -1.64346 -0.040 0.005 -0.057
H -3.61825 1.07860 -2.54339 -0.027 0.017 0.029
H -3.23201 1.57697 -0.88751 0.031 0.019 -0.054
H -1.36873 2.74342 -4.69956 0.058 0.011 -0.035
H 0.26159 2.78312 -5.38659 -0.014 0.009 -0.009
H -0.37174 4.20962 -4.54645 -0.021 -0.024 -0.013
H 1.93232 2.65327 -2.15124 0.021 -0.038 0.222
H 1.86111 3.81262 -3.46823 0.004 -0.009 0.009
H 2.19960 2.09865 -3.81894 -0.031 -0.001 0.014
H 1.79410 2.37646 2.35750 -0.001 -0.007 0.020
H 1.41243 2.25907 4.08562 -0.033 -0.016 0.022
H 0.13638 2.04973 2.87374 0.001 -0.005 0.063
H 0.99809 -1.37774 4.01272 -0.007 0.005 0.002
H -0.15971 -0.06693 4.25380 0.085 -0.010 -0.025
H 1.38055 -0.04501 5.12843 0.039 -0.035 -0.012
O 0.30394 4.99227 -0.64630 -0.208 0.051 -0.323
Cl 0.40908 4.11978 0.47863 0.493 0.525 0.003
O 0.23505 4.82862 1.69871 -0.126 0.149 0.361
O 1.67126 3.44277 0.46715 0.274 -0.226 -0.265
O -0.66224 3.11431 0.38137 -0.364 -0.823 -0.153
C -3.08986 -4.93023 1.87922 0.024 0.057 -0.048
C -2.26107 -3.87883 1.18660 0.010 -0.004 -0.050
C -1.43782 -4.21563 0.12033 0.028 -0.022 0.018
C -0.68818 -3.22587 -0.50939 -0.021 -0.072 -0.046
C 0.18433 -3.55048 -1.69517 -0.080 0.018 0.055
C -0.78221 -1.92191 -0.06299 -0.256 0.162 0.084
C -1.63828 -1.51656 0.98816 0.137 -0.107 0.009
C -2.35455 -2.55926 1.61249 0.016 0.053 0.028
N -1.68402 -0.17175 1.30569 0.013 0.458 -0.035
C -2.82618 0.35465 2.08365 -0.037 -0.114 0.035
C -2.74375 -0.01432 3.58282 -0.096 0.048 -0.140
C -4.18054 -0.08920 1.47949 0.113 -0.013 0.066
C -2.81003 1.88149 2.01463 0.170 -0.123 -0.036
H -2.78775 -5.93309 1.57963 0.002 -0.008 0.019
H -4.14582 -4.80741 1.62848 -0.007 -0.028 0.027
H -2.99572 -4.84701 2.96292 -0.022 -0.035 0.008
H -1.37993 -5.24268 -0.22260 0.005 -0.003 0.010
H 0.31483 -4.62663 -1.80635 0.021 -0.006 0.011
H 1.16925 -3.08502 -1.60871 0.009 -0.004 -0.067
H -0.27225 -3.16832 -2.61061 0.061 -0.018 -0.021
H -0.20521 -1.16089 -0.57445 -0.039 -0.162 -0.080
H -3.00265 -2.36582 2.45206 -0.046 0.064 -0.004
H -2.34744 -1.01392 3.74262 -0.035 -0.026 0.014
H -3.73522 0.04666 4.03798 0.026 0.006 0.074
H -2.09331 0.69010 4.10527 -0.033 0.008 0.003
H -4.49757 -1.07230 1.81418 -0.010 -0.071 -0.042
H -4.10444 -0.11291 0.39137 -0.045 -0.005 0.003
H -4.96453 0.61829 1.75671 0.012 -0.010 0.024
H -1.89917 2.29012 2.45363 -0.028 0.031 -0.005
H -3.66135 2.28809 2.56169 0.013 0.014 0.019
H -2.85658 2.23172 0.98424 -0.094 0.066 0.029
```
Forces are in eV/Å.

## Properties
ΔE to the lowest compared entry with this formula, charge and spin: 0.000 eV
2S+1: 4
DFT total energy: -102727.6185 eV
orbital gap (spin up / spin down): 7.173 / 7.139 eV
max |F|: 0.913 eV Å⁻¹
molar mass: 689.17 g mol⁻¹

Results of the Mulliken charge analysis, in e, for atoms 1 through 2: 0.53, -1.29

=====

Record 2
The following is a DFT calculation (ωB97M-V/def2-TZVPD) of 9 unconnected molecules or ions with the total composition C32H48NO27 in a non-equilibrium geometry.

```
108
Properties=species:S:1:pos:R:3:forces:R:3
N 0.17034 -0.44295 -0.03451 -2.560 2.877 -1.459
O 0.01134 -1.04495 -1.13151 0.942 -0.363 1.098
O 0.80134 0.63305 0.02649 2.091 -0.020 -0.756
O -0.58966 -0.61695 0.92449 -0.455 -2.262 1.093
C -1.13766 -3.59695 2.49649 2.876 -1.694 -1.642
C -2.28366 -3.32895 1.63949 -2.424 -0.825 -0.145
C -2.15566 -3.42495 0.10549 -0.722 -1.955 3.998
O -3.21566 -4.28195 -0.25251 1.636 1.210 -3.850
C -3.87566 -4.73695 0.73249 -4.715 -0.623 1.736
O -4.93166 -5.35995 0.60149 2.424 0.505 0.591
O -3.44866 -4.20895 1.88049 0.962 -0.836 0.927
H -1.32566 -3.57395 3.54249 -0.439 -0.588 0.819
H -0.38666 -2.80995 2.34949 -0.261 0.163 -0.270
H -0.60866 -4.53795 2.07249 -0.789 1.019 1.348
H -2.71366 -2.42595 1.95149 -0.322 1.822 0.034
H -1.26866 -3.88795 -0.08551 2.451 -1.192 -1.143
H -2.12666 -2.44295 -0.10651 -0.623 3.151 -2.478
C -3.84666 0.83605 1.74149 1.007 -2.012 0.039
C -5.32366 1.29905 1.35249 1.811 -4.518 1.633
C -6.30666 0.04005 1.12449 5.163 1.302 4.012
O -7.35666 0.47605 1.78449 -5.695 1.374 3.399
C -7.15966 1.52505 2.61449 -2.182 0.001 2.419
O -7.93666 1.99505 3.44049 1.191 -1.326 -2.301
O -5.92566 1.91705 2.50249 2.089 0.973 -1.113
H -3.22566 1.65205 2.10249 -0.147 0.396 -0.179
H -3.11266 0.25905 0.93549 -2.442 1.540 1.611
H -3.84766 0.10405 2.67849 -0.497 1.372 -1.977
H -5.47566 1.79405 0.45549 0.436 2.052 -1.343
H -5.97966 -0.91495 1.49549 0.508 -0.442 0.220
H -6.61266 0.00605 0.21749 -1.114 -0.711 -6.504
C 2.60534 -2.72295 0.45949 -3.845 -3.566 -12.043
C 2.69434 -4.19395 -0.09751 2.645 1.119 -1.161
C 2.42134 -5.27295 0.86149 -1.537 0.129 1.979
O 1.40134 -6.04595 0.16749 0.588 -1.062 2.695
C 0.92934 -5.44195 -0.91651 5.328 2.624 3.455
O 0.00334 -5.76595 -1.47251 -4.920 -1.544 -3.749
O 1.74734 -4.37395 -1.14651 -0.594 0.729 -0.824
H 3.15934 -2.10095 -0.34351 -1.680 -0.339 1.547
H 2.78734 -2.50295 1.31649 3.738 1.903 10.326
H 1.46034 -2.71095 0.56749 1.161 1.078 -1.157
H 3.67034 -4.42395 -0.54651 0.003 0.610 -0.158
H 2.01434 -4.53595 1.73049 0.345 -3.081 -0.829
H 3.25434 -6.00895 1.12649 -1.196 1.450 -0.097
C 4.20734 4.98505 -2.11751 4.007 1.384 -0.568
C 3.96134 3.55305 -2.53251 -5.702 4.154 -0.151
C 2.58534 2.93705 -1.92151 3.682 -0.604 -2.624
O 1.74934 2.97105 -3.12151 -4.032 -0.567 6.477
C 2.36734 3.26805 -4.15151 2.195 -0.530 -4.615
O 1.96434 3.08705 -5.27451 -0.440 0.587 0.058
O 3.60034 3.61905 -3.89751 2.663 -0.026 -0.926
H 3.42734 5.67005 -2.03751 -1.690 0.909 -0.437
H 5.20134 5.61005 -2.59051 -2.905 -2.125 0.456
H 4.60034 4.91605 -1.14651 0.371 -0.103 1.890
H 4.82734 3.14005 -2.27551 3.245 -3.151 0.153
H 2.37634 3.14605 -0.90451 -1.669 1.758 0.431
H 2.79034 1.91905 -1.79351 0.284 -1.875 -0.096
C 2.91134 -2.83295 -4.42651 5.232 1.097 -4.353
C 2.82634 -1.25795 -4.70951 -1.466 -2.485 3.601
C 2.56134 -0.45295 -3.33451 -1.481 -1.301 -2.866
O 3.82434 -0.05595 -3.15651 3.926 2.234 0.665
C 4.49434 0.05605 -4.36551 3.593 1.587 2.287
O 5.56234 0.61705 -4.48651 -1.690 -0.416 0.384
O 3.92834 -0.64095 -5.28351 -1.191 -0.954 -1.389
H 2.02434 -3.15495 -4.09451 -3.296 -1.271 1.261
H 3.74834 -3.20295 -3.82651 -0.255 0.715 0.678
H 3.24234 -3.42995 -5.43051 -1.357 1.581 1.869
H 1.94634 -1.12295 -5.19651 -2.107 0.436 -2.585
H 2.19434 -1.11195 -2.60751 -0.153 -1.058 1.318
H 1.85434 0.39105 -3.31251 0.074 -0.111 -0.733
C -0.98566 4.05105 1.39249 2.319 3.151 1.288
C -0.06866 3.14005 2.18549 -3.425 -2.632 -1.556
C 1.40934 3.37205 2.16149 -1.165 -0.724 1.906
O 1.79134 3.37505 3.53649 -0.641 0.033 -0.106
C 0.64934 3.32005 4.27449 0.976 -1.118 -0.376
O 0.67134 3.24905 5.44249 -0.212 0.370 2.151
O -0.42966 3.15905 3.51949 -0.233 0.650 1.772
H -0.76466 5.12505 1.66349 -0.255 -0.745 0.501
H -2.02366 4.08405 1.17749 -1.023 -1.355 0.510
H -0.47766 4.08805 0.50549 0.857 -0.243 -3.167
H -0.33566 2.10705 1.86149 0.602 0.393 -0.135
H 1.55434 4.31305 1.84349 1.085 3.341 -1.736
H 1.93634 2.63305 1.66549 1.032 -1.360 -1.171
C -1.00566 -0.15295 4.76049 -2.131 -3.453 -2.685
C 0.36334 -0.89295 4.78149 -1.047 1.673 -0.474
C 1.47934 -0.32695 3.86249 -0.147 1.452 -0.891
O 2.52134 0.10205 4.78049 -1.172 0.479 -0.421
C 2.09634 -0.06495 6.05249 1.757 -2.990 -0.142
O 2.88034 -0.05795 6.96549 -1.593 1.018 -0.181
O 0.88734 -0.71095 6.03549 1.547 1.023 3.064
H -1.39666 -0.14695 3.68849 0.449 -0.700 0.884
H -1.26366 0.82705 4.94549 1.350 2.777 1.144
H -1.83366 -0.64895 5.35949 1.297 -0.169 -0.621
H 0.26034 -1.96395 4.66549 -0.457 -0.178 -0.356
H 1.00334 0.71005 3.39449 1.648 -3.137 0.170
H 2.01534 -1.18195 3.25349 -1.522 2.245 0.401
C -1.18066 1.26905 -5.07751 2.548 -2.015 -0.567
C -1.62066 1.04005 -3.65251 -1.084 -0.911 1.088
C -1.23766 2.08305 -2.57651 5.898 -2.071 0.145
O -2.38566 2.51805 -2.03151 1.317 2.010 2.822
C -3.34966 2.04405 -2.69251 -8.150 1.960 1.184
O -4.51966 2.39905 -2.50051 1.517 -0.262 0.132
O -3.08166 1.16705 -3.54151 1.647 -2.477 -3.262
H -1.44066 0.45505 -5.81851 -0.321 1.123 0.962
H -0.06266 1.28405 -5.16651 -0.262 -0.882 0.855
H -1.15466 2.24305 -5.48951 -1.684 1.376 -0.250
H -1.50966 0.03005 -3.22051 0.806 0.227 -0.846
H -0.72466 2.84105 -3.12251 0.298 1.171 -0.091
H -0.39666 1.69905 -1.75351 -2.498 0.645 -1.933
```
Forces are in eV/Å.

## Properties
ΔE to the lowest compared entry with this formula, charge and spin: 2.091 eV
net charge: -1
DFT total energy: -90724.3785 eV
orbital gap: 9.182 eV
max |F|: 13.136 eV Å⁻¹
molar mass: 878.72 g mol⁻¹

Results of the Mulliken charge analysis, in e, for atoms 1 through 2: 0.58, -0.52